[1]
DFT (ωB97M-V with the def2-TZVPD basis set) results for one molecule with the formula C4H3NOS2 in a non-equilibrium geometry.

The geometry in XYZ format:
```
11
Properties=species:S:1:pos:R:3:forces:R:3
C 0.966 0.854 -0.040 0.0 -2.1 -0.6
C 0.808 -0.670 -0.069 2.0 -2.7 0.1
C -0.169 -1.372 0.754 0.3 1.6 0.0
C -0.931 -1.653 1.650 -0.9 -1.0 1.5
H -2.038 0.571 -0.790 0.9 0.0 -1.8
H 0.055 2.477 -0.918 0.4 -3.0 -0.8
H -1.551 -2.026 2.536 1.3 0.8 -2.1
N 0.172 1.381 -1.076 -0.3 4.3 1.3
O 1.821 1.312 0.705 -2.1 0.5 -1.6
S -1.198 0.656 -1.957 0.5 0.4 3.1
S 2.066 -1.531 -0.795 -2.0 1.2 0.8
```
Positions in Å, forces in eV/Å.

## Properties
structure (SMILES): C#CC(=S)C(=O)NS
M: 145.2 g/mol
E_tot: -1080.4512 Eh
multiplicity: 1
total charge: 0
ΔE to the lowest compared entry with this formula, charge and spin: 362.5 kJ/mol
orbital gap: 7.787 eV

natural (NBO) atomic charge list, values in e, 6 entries: 0.635, -0.236, -0.088, -0.159, 0.133, 0.414

---

[2]
DFT (ωB97M-V with the def2-TZVPD basis set) results for a 14-piece molecular cluster, C42H97B6F26N11O12S2 overall in a non-equilibrium geometry.

The geometry in XYZ format:
```
196
Properties=species:S:1:pos:R:3:forces:R:3
C -18.202 -1.709 -3.372 -0.7 -1.3 -0.9
C -18.574 -2.767 -2.340 1.6 0.7 1.6
N -17.890 -4.098 -2.483 -0.3 -0.2 -0.7
C -18.563 -5.335 -2.682 5.0 -0.2 1.1
C -17.463 -6.280 -2.625 -1.9 1.8 -1.1
N -16.251 -5.598 -2.536 -3.0 3.5 0.1
C -16.544 -4.241 -2.447 -1.0 -2.7 -0.1
C -14.966 -6.200 -2.337 0.1 -1.2 0.5
H -18.712 -1.962 -4.301 0.0 0.6 -0.2
H -17.136 -1.765 -3.593 0.0 0.2 0.2
H -18.462 -0.721 -2.991 0.0 -0.1 -0.2
H -19.610 -2.877 -2.021 0.0 -0.4 -0.8
H -18.111 -2.331 -1.455 0.0 -0.4 0.5
H -19.642 -5.348 -2.737 0.2 -0.4 -0.1
H -17.458 -7.332 -2.872 -0.2 0.0 0.3
H -15.772 -3.490 -2.363 -0.4 0.1 0.1
H -14.084 -5.679 -2.708 -0.6 0.2 -0.5
H -15.131 -7.169 -2.809 1.0 -0.2 0.2
H -14.817 -6.307 -1.263 0.0 -0.3 0.0
C -18.508 8.675 -14.991 0.1 0.0 1.3
C -18.002 7.381 -15.580 -1.1 -1.3 1.2
N -17.623 7.387 -16.953 3.9 2.3 -3.1
C -18.294 7.048 -18.097 0.8 -0.4 -0.7
C -17.468 7.302 -19.193 -1.5 -1.0 1.5
N -16.300 7.840 -18.712 -0.5 -0.1 0.1
C -16.403 7.948 -17.393 -1.7 -1.3 1.3
C -15.250 8.332 -19.607 0.2 0.6 0.0
H -18.141 9.589 -15.459 -0.5 -0.1 -0.4
H -18.096 8.716 -13.983 0.1 0.1 0.1
H -19.573 8.601 -14.771 -0.1 0.6 -0.7
H -18.760 6.599 -15.530 -0.3 0.1 0.1
H -17.233 6.964 -14.930 0.5 0.1 -0.6
H -19.243 6.534 -18.057 0.0 0.2 -0.1
H -17.624 6.938 -20.198 0.2 0.5 0.0
H -15.650 8.294 -16.699 0.0 0.1 -0.2
H -15.520 9.340 -19.920 0.0 0.0 0.0
H -15.181 7.710 -20.500 -0.1 -0.1 0.3
H -14.272 8.400 -19.132 -0.2 -0.3 0.2
C -31.574 0.416 -0.708 -1.0 -0.2 0.2
C -31.863 -0.621 -1.852 -0.2 0.9 0.1
N -32.897 -1.623 -1.530 -1.9 0.8 0.5
C -32.659 -2.746 -0.794 -0.5 -0.2 0.2
C -33.855 -3.312 -0.510 -1.9 0.7 -0.4
N -34.886 -2.520 -1.082 2.6 1.2 -0.3
C -34.259 -1.430 -1.718 1.3 -3.3 1.9
C -36.329 -2.851 -1.091 -0.1 0.5 -1.3
H -32.380 1.148 -0.661 -0.3 -0.1 -0.1
H -30.686 1.047 -0.746 0.3 -0.6 -0.8
H -31.557 -0.043 0.280 0.1 -0.3 -0.1
H -30.964 -1.156 -2.158 -0.2 0.1 -0.2
H -32.374 -0.137 -2.684 1.0 0.4 -0.3
H -31.662 -3.043 -0.503 -0.1 0.0 -0.1
H -34.185 -4.148 0.089 0.5 -0.1 -0.2
H -34.708 -0.620 -2.274 0.0 -0.2 0.1
H -36.714 -3.624 -0.427 0.9 0.3 0.6
H -36.550 -3.267 -2.074 -0.1 0.3 -0.2
H -36.873 -1.915 -0.967 -0.1 -0.2 0.1
C -34.814 5.161 -13.615 0.0 -0.9 -0.8
O -34.021 5.753 -12.641 0.9 0.8 1.6
C -34.495 7.026 -12.285 0.8 0.0 -0.2
C -33.589 7.743 -11.275 -0.3 0.0 1.0
N -33.061 6.797 -10.179 -0.2 -0.1 -0.6
H -32.862 6.006 -10.775 -0.4 -1.5 0.2
H -32.118 6.966 -9.859 0.5 0.9 0.3
C -33.945 6.504 -8.964 0.1 -0.8 -0.3
C -33.288 5.324 -8.085 0.8 0.1 0.0
O -31.847 5.474 -7.967 -1.7 0.9 -1.1
C -31.619 6.522 -7.067 2.3 0.6 1.8
H -35.208 5.861 -14.352 -0.2 0.4 0.2
H -35.617 4.626 -13.108 -0.2 -0.2 -0.4
H -34.143 4.521 -14.188 -0.3 -0.4 0.2
H -35.508 7.022 -11.884 -0.3 -0.2 -0.3
H -34.396 7.568 -13.226 -0.7 0.8 0.2
H -34.223 8.447 -10.736 0.3 0.4 -0.3
H -32.753 8.232 -11.775 0.1 -0.1 0.4
H -34.939 6.334 -9.377 0.1 -1.0 0.0
H -34.161 7.442 -8.454 1.0 0.1 0.3
H -33.498 4.308 -8.419 0.2 0.3 -1.0
H -33.572 5.209 -7.039 -1.1 1.0 0.0
H -30.556 6.728 -6.938 0.5 -0.7 -0.6
H -31.872 6.234 -6.046 -0.7 0.0 0.1
H -31.898 7.562 -7.233 -1.2 -0.2 -0.8
C -26.378 2.862 -13.160 0.1 -0.9 -0.9
O -25.363 2.911 -12.167 -0.2 1.5 0.4
C -24.462 1.852 -12.170 -1.6 -2.2 0.9
C -23.425 1.954 -11.099 2.4 2.1 0.2
N -23.891 2.954 -9.987 -0.3 -2.0 -0.1
H -23.148 3.260 -9.376 0.8 -0.1 -0.1
H -24.218 3.779 -10.467 -0.3 0.4 -0.5
C -25.010 2.476 -9.086 -0.9 1.5 -0.9
C -24.643 1.502 -8.042 0.2 -0.8 0.6
O -24.327 0.283 -8.623 -0.1 -1.1 -0.5
C -24.558 -0.962 -7.935 -0.5 0.6 -0.7
H -26.976 3.757 -13.326 1.0 0.6 0.5
H -27.166 2.131 -12.981 0.3 -0.6 0.5
H -25.865 2.565 -14.075 -0.3 0.2 -0.4
H -24.084 1.528 -13.140 0.4 0.5 -0.1
H -24.967 0.975 -11.766 -0.9 -0.5 -0.6
H -22.486 2.360 -11.477 -0.1 0.8 0.0
H -23.023 1.002 -10.753 -1.0 0.0 0.7
H -25.846 2.195 -9.726 0.3 -0.5 -0.1
H -25.406 3.363 -8.590 0.3 0.3 0.1
H -25.500 1.436 -7.371 -0.2 -0.1 0.1
H -23.801 1.859 -7.448 0.2 0.2 0.2
H -23.903 -1.055 -7.069 0.2 -0.4 -0.3
H -24.498 -1.700 -8.735 1.0 -0.2 0.4
H -25.594 -1.136 -7.642 -0.3 0.8 0.4
C -23.890 4.066 0.015 -2.9 -0.6 0.4
O -24.685 2.816 0.229 1.3 2.6 -0.1
C -23.990 1.890 0.973 0.9 -2.1 -0.9
C -24.481 1.664 2.374 -0.2 0.4 -0.7
N -24.439 3.014 3.088 1.5 -1.1 0.5
H -23.459 3.256 3.124 1.0 -0.5 0.3
H -24.655 3.777 2.463 -1.8 0.2 -0.1
C -24.888 3.044 4.548 -1.1 -0.6 -1.3
C -24.573 1.713 5.268 -0.6 -0.7 -0.8
O -25.343 0.548 4.762 0.5 3.4 -0.3
C -25.380 -0.651 5.496 1.3 0.2 0.7
H -23.746 4.529 0.991 1.0 0.0 0.0
H -24.681 4.698 -0.388 0.5 0.2 -0.7
H -23.018 3.967 -0.633 -0.1 -0.2 0.3
H -22.902 1.954 0.986 0.3 1.0 -0.1
H -24.098 0.988 0.370 -0.2 -0.7 0.6
H -23.784 1.010 2.897 -0.4 0.0 0.0
H -25.481 1.235 2.309 0.0 0.4 0.7
H -25.949 3.277 4.460 0.0 -0.1 0.6
H -24.330 3.868 4.993 -0.2 -0.1 0.3
H -24.710 1.966 6.319 -0.3 -0.6 0.2
H -23.501 1.583 5.121 0.3 -0.5 0.1
H -24.400 -1.123 5.441 0.0 -0.4 -0.1
H -26.125 -1.296 5.029 0.0 0.2 0.4
H -25.517 -0.406 6.550 -0.6 -0.4 0.1
C -26.894 -2.848 -17.332 -0.6 1.3 -1.5
O -27.395 -2.893 -16.032 -0.1 -0.7 2.2
C -27.766 -4.211 -15.631 -0.3 0.1 -1.0
C -29.269 -4.471 -16.034 0.0 -0.5 0.0
N -30.109 -3.297 -15.549 -1.2 -0.6 -1.0
H -30.415 -3.339 -14.588 0.0 -0.6 0.5
H -29.442 -2.538 -15.540 0.2 1.1 -0.6
C -31.452 -2.962 -16.371 1.8 1.0 0.7
C -31.196 -2.268 -17.713 0.3 1.2 -0.4
O -30.478 -1.040 -17.490 -0.7 -1.9 2.2
C -30.368 -0.141 -18.531 0.1 1.5 -0.5
H -26.340 -1.922 -17.487 0.3 -0.1 0.5
H -27.764 -2.689 -17.970 0.0 -0.5 -0.7
H -26.293 -3.686 -17.686 -0.1 -0.2 0.4
H -27.664 -4.459 -14.575 -0.1 1.1 0.4
H -26.979 -4.842 -16.042 -0.8 -0.8 -0.6
H -29.638 -5.416 -15.637 0.0 0.2 0.5
H -29.549 -4.563 -17.084 0.8 0.4 -0.3
H -31.910 -2.201 -15.739 0.0 0.0 0.0
H -32.121 -3.821 -16.341 0.5 -0.2 -0.4
H -32.176 -2.011 -18.113 -0.4 -0.1 0.1
H -30.710 -2.799 -18.532 0.2 -0.7 0.3
H -30.419 0.882 -18.160 0.2 0.0 0.6
H -31.243 -0.118 -19.182 0.3 -0.7 -0.6
H -29.371 -0.217 -18.965 -0.3 -0.2 -0.8
N -32.088 -2.089 -10.380 -7.3 -2.6 -1.8
S -31.446 -1.008 -9.640 7.0 5.6 4.6
O -31.696 -0.876 -8.173 0.5 -0.2 -3.3
O -31.245 0.182 -10.422 -0.3 0.5 0.8
F -30.039 -1.679 -9.801 1.6 -0.4 0.9
S -33.640 -1.468 -10.029 -5.4 -1.4 0.2
O -34.030 -0.079 -10.298 1.6 -2.0 -0.1
O -34.239 -2.010 -8.815 1.4 0.3 -1.5
F -34.466 -2.271 -11.171 1.0 0.3 0.1
B -25.825 -5.213 0.029 1.1 1.0 0.7
F -24.918 -5.015 1.105 1.1 -0.4 0.1
F -26.481 -3.989 0.002 -0.9 1.5 -1.0
F -25.232 -5.573 -1.163 0.8 0.5 -0.7
F -26.686 -6.175 0.343 -2.1 -2.2 0.9
B -25.346 6.126 -20.971 0.5 1.3 -0.7
F -25.270 6.899 -19.826 0.4 0.7 0.9
F -26.134 6.771 -21.916 -0.2 1.2 -1.1
F -24.057 5.876 -21.482 0.4 0.0 -0.1
F -25.995 4.995 -20.711 -1.1 -3.2 1.0
B -26.908 8.070 -10.181 0.4 2.3 0.0
F -25.722 7.994 -10.863 0.8 -1.1 -1.1
F -27.727 6.945 -10.349 0.1 -0.3 0.5
F -26.532 8.472 -8.893 -0.4 -1.2 1.6
F -27.585 9.223 -10.631 -1.1 0.1 -0.8
B -20.511 -8.847 -7.886 -0.7 2.0 -2.2
F -21.366 -9.399 -8.778 -2.0 -1.9 -1.4
F -20.742 -7.459 -8.082 -0.1 1.3 1.1
F -20.696 -9.313 -6.661 -0.7 -0.6 3.3
F -19.261 -9.079 -8.288 3.5 -0.7 -0.7
B -18.878 6.131 -8.166 0.3 1.0 -1.5
F -18.903 5.757 -9.533 -0.2 -0.6 -0.1
F -19.311 7.427 -8.086 -2.1 1.8 0.0
F -19.574 5.274 -7.375 -1.3 -1.3 0.8
F -17.616 6.253 -7.721 3.3 -1.0 0.8
B -18.363 -0.083 -14.687 0.1 -1.1 -2.3
F -18.234 1.166 -15.204 0.5 2.3 -1.1
F -19.629 -0.533 -14.958 -2.2 -0.7 -0.1
F -17.505 -0.968 -15.398 0.7 -0.1 0.3
F -18.152 -0.026 -13.383 0.8 -0.4 3.2
```
Positions in Å, forces in eV/Å.

## Properties
M: 1571.3 g/mol
E_tot: -6706.0732 Eh
multiplicity: 1
total charge: 0
orbital gap: 5.932 eV

Mulliken atomic charge list, values in e, 6 entries: -1.076, -0.540, 0.131, -0.287, -0.370, 0.119